C47H70Br12O6SSi | ωB97M-V with the def2-TZVPD basis set

Properties
Multiplicity: 1
SMILES string: CCOC[C@@]1(CC(=O)c2ccccc2)OS(=O)(=O)O[C@@]1(CCCCCCCC[Si](C)(C)c1ccccc1)c1ccccc1.BrCCBr.BrCCBr.BrCCBr.BrCCBr.BrCCBr.BrCCBr
Energy, a.u.: -33860.14005

Last column: Mulliken charge in e.
CARTESIAN COORDINATES (ANGSTROEM)
1 C 4.7202 0.8699 3.6715  -1.43
2 C 4.9729 0.4234 2.2155  0.39
3 O 4.1834 1.1912 1.3066  -0.46
4 C 4.2066 0.6369 0.0065  -0.65
5 C 2.7964 0.0510 -0.4465  1.63
6 C 3.2193 -1.1229 -1.3692  -1.06
7 C 3.3922 -2.4758 -0.6405  0.03
8 O 2.4791 -3.0760 -0.1118  -0.57
9 C 4.7803 -3.1434 -0.6192  0.14
10 C 5.1431 -3.8018 -1.7989  -0.19
11 C 6.3658 -4.4661 -1.8404  -0.67
12 C 7.2113 -4.4598 -0.7406  -0.45
13 C 6.8389 -3.8040 0.4270  -0.76
14 C 5.6146 -3.1378 0.4878  -0.12
15 O 2.2704 -0.4197 0.8182  -0.38
16 S 1.1002 0.5273 1.3967  0.70
17 O -0.1056 -0.1553 1.7113  -0.24
18 O 1.4987 1.3660 2.4789  -0.79
19 O 1.0948 1.5443 0.1479  -0.30
20 C 1.7845 1.0882 -1.0262  1.11
21 C 0.8588 0.6257 -2.1882  -1.09
22 C -0.5572 1.2413 -2.1839  0.20
23 C -0.6795 2.4346 -3.1941  -0.44
24 C -2.0157 3.2137 -2.9676  -1.05
25 C -3.2125 2.2964 -2.5877  -0.96
26 C -3.5421 2.3091 -1.0486  0.45
27 C -4.0915 0.9555 -0.5444  -0.69
28 C -3.1399 0.2347 0.4881  0.62
29 Si -3.2811 -1.6387 0.3250  -0.27
30 C -2.0530 -2.5958 1.3975  -0.12
31 C -5.0140 -2.1211 0.9743  -0.70
32 C -2.9896 -2.1981 -1.4669  0.69
33 C -1.6850 -2.5771 -1.8037  -0.29
34 C -1.3479 -3.0426 -3.0778  -0.50
35 C -2.3498 -3.0974 -4.0466  -0.51
36 C -3.6364 -2.6952 -3.7246  -0.64
37 C -3.9869 -2.2535 -2.4544  -0.20
38 C 2.4249 2.3950 -1.5528  -0.18
39 C 2.0985 3.6451 -1.0317  0.09
40 C 2.7067 4.8041 -1.4753  -1.11
41 C 3.6875 4.7833 -2.4718  -0.97
42 C 3.9744 3.5403 -3.0272  -0.80
43 C 3.3652 2.3829 -2.5812  -0.01
44 H 3.6685 1.1636 3.7815  0.27
45 H 4.8763 -0.0232 4.3026  0.41
46 H 5.4377 1.6190 4.0292  0.34
47 H 6.0360 0.5692 1.9478  0.35
48 H 4.6911 -0.6423 2.1600  -0.15
49 H 4.9146 -0.2127 0.0233  0.54
50 H 4.6056 1.3722 -0.7066  -0.26
51 H 2.5365 -1.3079 -2.2116  0.90
52 H 4.2005 -0.8916 -1.8172  0.43
53 H 4.4546 -3.8011 -2.6474  0.42
54 H 6.6262 -4.9982 -2.7591  0.37
55 H 8.1829 -4.9575 -0.7516  0.38
56 H 7.4754 -3.7810 1.3143  0.41
57 H 5.3204 -2.6487 1.4169  0.43
58 H 1.3803 0.7484 -3.1495  0.50
59 H 0.7220 -0.4703 -2.0771  0.17
60 H -1.2248 0.4613 -2.5845  0.36
61 H -0.9446 1.4859 -1.1892  -0.41
62 H 0.2128 3.0746 -3.1969  0.21
63 H -0.7799 1.9523 -4.1851  0.32
64 H -1.8304 3.9641 -2.1832  0.36
65 H -2.2828 3.6839 -3.9282  0.35
66 H -4.0978 2.7440 -3.0765  0.60
67 H -3.1308 1.2761 -2.9897  0.40
68 H -2.6273 2.6433 -0.5339  0.33
69 H -4.2819 3.1141 -0.9176  -0.63
70 H -5.0184 1.1748 0.0178  0.34
71 H -4.3901 0.2982 -1.3770  0.14
72 H -3.4854 0.5535 1.4881  0.51
73 H -2.1217 0.6280 0.3614  -0.61
74 H -2.0924 -2.2323 2.4356  -0.22
75 H -1.0121 -2.4206 1.0740  -0.14
76 H -2.2162 -3.6811 1.3173  0.41
77 H -5.8224 -1.8050 0.3029  0.38
78 H -5.0797 -1.6775 1.9820  0.42
79 H -4.9932 -3.2163 1.1344  -0.23
80 H -0.8649 -2.5318 -1.0815  0.08
81 H -0.3202 -3.3550 -3.2759  0.43
82 H -2.0828 -3.4693 -5.0374  0.38
83 H -4.3996 -2.7269 -4.5081  0.36
84 H -5.0043 -1.9441 -2.2087  0.33
85 H 1.3514 3.7743 -0.2471  0.55
86 H 2.4594 5.7709 -1.0341  0.34
87 H 4.1779 5.7031 -2.7869  0.67
88 H 4.7327 3.5242 -3.8138  0.37
89 H 3.6686 1.4420 -3.0536  0.44
90 Br 9.7742 5.6582 -5.6208  -0.17
91 C 8.1233 5.6988 -4.5896  -0.65
92 C 8.0462 4.5467 -3.6237  -0.16
93 Br 7.5994 2.8845 -4.5288  -0.15
94 H 7.3051 5.7115 -5.3035  0.39
95 H 8.1478 6.6449 -4.0514  0.40
96 H 7.2417 4.7036 -2.9047  -0.16
97 H 8.9762 4.3743 -3.0896  0.47
98 Br -6.3801 -4.7425 2.6755  -0.11
99 C -4.8200 -5.8842 2.8893  -0.48
100 C -4.2435 -5.7688 4.2766  -0.64
101 Br -3.2412 -4.1181 4.4899  -0.07
102 H -4.1167 -5.6094 2.1078  0.26
103 H -5.1817 -6.8957 2.7082  0.38
104 H -3.5246 -6.5662 4.4579  0.39
105 H -5.0012 -5.7839 5.0547  0.37
106 Br -4.4432 6.8848 -1.2479  -0.13
107 C -6.1041 6.8929 -0.2321  -0.56
108 C -6.1771 5.7201 0.7087  -0.63
109 Br -6.5972 4.0756 -0.2411  -0.13
110 H -6.9161 6.9117 -0.9526  0.36
111 H -6.0936 7.8285 0.3245  0.33
112 H -6.9877 5.8531 1.4231  0.35
113 H -5.2491 5.5471 1.2459  0.38
114 Br -10.9542 -5.7658 0.0081  -0.14
115 C -11.1164 -6.7587 1.6745  -0.57
116 C -9.8278 -6.7441 2.4530  -0.52
117 Br -8.5208 -7.9661 1.6917  -0.12
118 H -11.4459 -7.7602 1.4150  0.37
119 H -11.9031 -6.2527 2.2314  0.35
120 H -9.9927 -7.0998 3.4686  0.35
121 H -9.3599 -5.7642 2.4867  0.26
122 Br 7.5156 2.1209 -0.9951  -0.15
123 C 7.5470 3.3930 0.4823  -0.71
124 C 6.1602 3.8443 0.8537  0.48
125 Br 5.4588 5.1421 -0.4265  -0.09
126 H 8.1954 4.2103 0.1807  0.47
127 H 8.0072 2.8549 1.3096  0.43
128 H 6.1737 4.3655 1.8096  0.47
129 H 5.4417 3.0285 0.8998  -0.66
130 Br -1.8563 -0.8130 5.3595  -0.09
131 C -3.1063 -0.7309 6.8509  -0.70
132 C -2.5757 -1.4554 8.0614  -0.53
133 Br -2.7330 -3.3837 7.8561  -0.15
134 H -4.0501 -1.1339 6.4943  0.36
135 H -3.2237 0.3304 7.0637  0.37
136 H -3.1684 -1.2120 8.9416  0.35
137 H -1.5301 -1.2415 8.2616  0.35